Entry 1:
Below is a gas-phase ion, C5H7N5 (charge +2) in a non-equilibrium geometry, with properties calculated with wB97M-V/def2-TZVPD.

For the total energy, the calculation gives -12727.4919 eV. Its total charge is +2. For the gap between HOMO and LUMO (alpha / beta), the calculation gives 7.5970 / 7.5979 eV. As for the relative energy (zero: lowest compared OMol25 entry of this formula, charge and spin): 28.05 kJ/mol. Its SMILES is [NH2+]=C=NC(=[NH2+])c1c[nH]cn1.

Each line ends with the Mulliken charge.
CARTESIAN COORDINATES (ANGSTROEM)
N (3.821, 0.973, 0.060)  -0.407
C (2.644, 0.447, 0.045)  0.471
N (1.599, -0.041, 0.192)  0.177
C (0.462, -0.770, 0.235)  0.072
N (0.081, -2.021, 0.244)  -0.156
C (-0.710, 0.051, 0.216)  0.415
C (-1.295, 1.208, -0.261)  -0.240
N (-2.592, 0.934, -0.517)  -0.004
C (-2.767, -0.300, 0.063)  -0.295
N (-1.736, -0.824, 0.489)  -0.350
H (3.986, 1.856, 0.479)  0.302
H (4.617, 0.586, -0.700)  0.407
H (-0.841, -2.268, 0.701)  0.452
H (0.870, -2.640, 0.380)  0.242
H (-1.046, 2.162, -1.076)  0.312
H (-3.335, 1.548, -0.770)  0.240
H (-3.759, -0.903, 0.220)  0.362

---

Entry 2:
Below is 9 unconnected molecules or ions with the total composition H18O9 in a non-equilibrium geometry, with properties calculated with wB97M-V/def2-TZVPD.

For the total energy, the calculation gives -18716.0843 eV. For the gap between HOMO and LUMO, the calculation gives 10.3110 eV. As for the relative energy (zero: lowest compared OMol25 entry of this formula, charge and spin): 583.85 kJ/mol. Its SMILES is O.O.O.O.O.O.O.O.O.

Each line ends with the Mulliken charge.
CARTESIAN COORDINATES (ANGSTROEM)
O (0.057, 1.282, -1.745)  -0.439
H (-0.706, 1.223, -1.959)  0.169
H (0.444, 1.615, -2.496)  0.250
O (-1.003, -0.774, 2.961)  -0.605
H (-1.503, -1.305, 2.369)  0.278
H (-1.338, -0.457, 3.811)  0.285
O (-2.703, 1.593, 0.095)  -0.555
H (-3.350, 1.422, -0.527)  0.353
H (-2.218, 0.866, 0.016)  0.258
O (0.659, -2.763, -1.017)  -0.545
H (0.135, -2.105, -0.935)  0.298
H (0.787, -2.810, -1.902)  0.298
O (3.032, 1.221, 0.887)  -0.640
H (3.592, 1.754, 0.432)  0.285
H (2.814, 0.521, 0.268)  0.365
O (-0.609, -0.569, 0.092)  -0.633
H (0.092, 0.165, 0.054)  0.195
H (-0.270, -0.853, 0.989)  0.377
O (2.005, -0.570, -1.005)  -0.729
H (1.105, -0.388, -1.585)  0.418
H (2.564, -1.285, -1.401)  0.283
O (-2.627, -1.231, -1.603)  -0.597
H (-1.972, -1.195, -0.864)  0.331
H (-2.600, -2.060, -1.801)  0.266
O (0.891, 2.063, 2.374)  -0.625
H (1.136, 2.775, 2.853)  0.264
H (1.585, 1.865, 1.639)  0.397

---

Entry 3:
Below is a molecular structure, C4H6INO in a non-equilibrium geometry, with properties calculated with wB97M-V/def2-TZVPD.

For the total energy, the calculation gives -15877.1853 eV. For the gap between HOMO and LUMO (alpha / beta), the calculation gives 7.7203 / 7.4398 eV. As for the relative energy (zero: lowest compared OMol25 entry of this formula, charge and spin): 639.92 kJ/mol.

Each line ends with the Mulliken charge.
CARTESIAN COORDINATES (ANGSTROEM)
C (0.528, 1.378, 0.205)  0.965
C (0.726, 0.210, 0.781)  -0.717
C (0.982, -0.460, -1.689)  -0.804
C (-1.868, -0.392, 1.654)  -0.937
N (0.238, 0.156, -0.582)  -0.048
O (0.572, 2.534, -0.067)  -0.575
I (-2.365, -0.202, -0.286)  0.220
H (0.979, -0.657, 1.425)  0.314
H (1.027, 0.274, -2.564)  0.270
H (2.101, -0.590, -1.394)  0.277
H (0.431, -1.459, -1.878)  0.251
H (-1.601, 0.522, 2.231)  0.385
H (-1.749, -1.314, 2.164)  0.399

---

Entry 4:
Below is a molecular structure, C3H4O3Tl in a non-equilibrium geometry, with properties calculated with wB97M-V/def2-TZVPD.

For the total energy, the calculation gives -14012.2656 eV. Its total charge is -1. For the gap between HOMO and LUMO, the calculation gives 6.6456 eV. As for the relative energy (zero: lowest compared OMol25 entry of this formula, charge and spin): 0.00 kJ/mol.

Each line ends with the Mulliken charge.
CARTESIAN COORDINATES (ANGSTROEM)
H (1.648, 1.453, 1.036)  0.255
C (1.533, 0.570, 0.381)  -1.092
C (0.204, -0.092, 0.596)  -0.183
O (-0.574, -0.059, -0.654)  -0.237
C (-1.832, -0.610, -0.700)  0.505
O (-2.289, -1.122, 0.340)  -0.722
O (-2.382, -0.514, -1.819)  -0.742
Tl (1.456, 1.258, -1.936)  0.440
H (2.361, -0.147, 0.529)  0.252
H (-0.414, 0.417, 1.353)  0.262
H (0.288, -1.155, 0.875)  0.262

---

Entry 5:
Below is a molecular structure, C5H8N2O in a non-equilibrium geometry, with properties calculated with wB97M-V/def2-TZVPD.

For the total energy, the calculation gives -10338.1634 eV. For the gap between HOMO and LUMO, the calculation gives 9.7696 eV. As for the relative energy (zero: lowest compared OMol25 entry of this formula, charge and spin): 440.23 kJ/mol.

Each line ends with the Mulliken charge.
CARTESIAN COORDINATES (ANGSTROEM)
C (-2.775, -0.211, -0.297)  -0.847
C (2.827, -0.573, 0.381)  -1.031
N (-1.725, 0.719, 0.093)  -0.308
C (-0.443, 0.431, -0.304)  1.137
C (1.470, -0.050, 0.153)  0.529
C (0.821, 1.116, 0.198)  -0.961
O (-0.185, -0.221, -1.467)  -0.377
N (0.322, -0.893, -0.248)  -0.495
H (-1.770, 1.001, 1.065)  0.250
H (1.078, 2.146, 0.340)  0.365
H (-2.700, -1.169, 0.233)  0.295
H (-2.684, -0.399, -1.365)  0.298
H (-3.738, 0.252, -0.089)  0.307
H (2.796, -1.370, 1.125)  0.276
H (3.487, 0.222, 0.725)  0.297
H (3.220, -1.000, -0.543)  0.264

---

Entry 6:
Below is 3 unconnected molecules or ions with the total composition C15H38IN5O5PS in a non-equilibrium geometry, with properties calculated with wB97M-V/def2-TZVPD.

For the total energy, the calculation gives -62074.7435 eV. Its total charge is +1. For the gap between HOMO and LUMO, the calculation gives 5.9509 eV.

Each line ends with the Mulliken charge.
CARTESIAN COORDINATES (ANGSTROEM)
N (3.211, -5.177, -1.974)  -0.382
C (3.335, -4.414, -3.096)  0.381
N (2.192, -4.069, -3.753)  -0.177
C (1.828, -2.642, -3.884)  -0.842
C (1.067, -2.201, -2.649)  0.473
O (0.393, -2.945, -2.018)  -0.459
I (1.341, -0.146, -2.163)  0.153
N (4.501, -4.026, -3.602)  -0.260
P (6.093, -4.281, -2.912)  0.111
S (6.253, -3.987, -1.034)  -0.250
H (2.927, -4.662, -1.146)  0.236
H (3.990, -5.791, -1.773)  0.312
H (1.439, -4.571, -3.282)  0.359
H (2.708, -2.013, -4.012)  0.458
H (1.204, -2.493, -4.768)  0.335
H (4.458, -3.562, -4.503)  0.322
H (6.789, -3.394, -3.731)  0.128
H (6.397, -5.552, -3.403)  0.157
C (0.347, -2.103, 1.182)  -0.329
O (0.082, -1.213, 2.238)  -0.387
C (-1.201, -0.595, 2.193)  -0.753
C (-2.126, -1.132, 3.261)  -0.201
N (-2.514, -2.507, 2.986)  -0.307
C (-3.216, -3.186, 4.071)  -0.720
C (-2.512, -3.349, 5.411)  -0.464
O (-1.417, -4.243, 5.396)  -0.424
C (-0.194, -3.705, 4.943)  -0.467
H (1.417, -2.320, 1.209)  0.263
H (-0.201, -3.049, 1.273)  0.299
H (0.103, -1.658, 0.212)  -0.051
H (-1.647, -0.713, 1.200)  0.332
H (-1.047, 0.472, 2.372)  0.388
H (-3.025, -0.509, 3.284)  0.368
H (-1.616, -1.017, 4.227)  0.178
H (-1.689, -3.042, 2.749)  0.064
H (-3.471, -4.186, 3.713)  0.378
H (-4.162, -2.663, 4.244)  0.398
H (-3.237, -3.788, 6.100)  0.356
H (-2.209, -2.388, 5.845)  0.339
H (-0.083, -2.655, 5.227)  0.266
H (-0.079, -3.795, 3.857)  0.114
H (0.607, -4.278, 5.411)  0.302
C (-1.328, 2.414, -2.027)  -0.584
O (-0.194, 3.245, -1.902)  -0.244
C (-0.065, 4.244, -2.911)  -0.830
C (-0.340, 5.628, -2.370)  -0.237
N (-1.746, 5.801, -2.042)  -0.303
C (-2.067, 7.018, -1.303)  -0.705
C (-1.426, 7.238, 0.061)  -0.467
O (-1.876, 6.360, 1.073)  -0.431
C (-1.259, 5.093, 1.108)  -0.485
H (-1.188, 1.583, -1.336)  0.008
H (-2.263, 2.919, -1.764)  0.336
H (-1.418, 2.016, -3.043)  0.351
H (-0.720, 4.020, -3.757)  0.414
H (0.969, 4.211, -3.264)  0.389
H (-0.063, 6.359, -3.135)  0.374
H (0.323, 5.782, -1.507)  0.173
H (-2.064, 5.003, -1.508)  0.077
H (-3.149, 7.032, -1.160)  0.376
H (-1.822, 7.876, -1.936)  0.392
H (-1.716, 8.237, 0.392)  0.347
H (-0.329, 7.230, 0.015)  0.341
H (-0.207, 5.147, 0.812)  0.267
H (-1.772, 4.365, 0.470)  0.149
H (-1.314, 4.732, 2.134)  0.295